The molecule C4H4ClNS at a distorted geometry. Source: the Open Molecules 2025 dataset; level of theory: ωB97M-V/def2-TZVPD.

Properties
spin multiplicity: 3
energy relative to the best compared isomer or geometry (same formula, charge and spin): 0.00 kJ/mol
M: 133.6 g/mol
gap between HOMO and LUMO (alpha / beta): 6.99 / 7.69 eV
HOMO energy (alpha / beta): -6.51 / -10.30 eV

The geometry in XYZ format:
```
11
Properties=species:S:1:pos:R:3:forces:R:3:mulliken_charge:R:1
C -0.159792 -1.455801 -0.027804 2.4 3.8 0.2 0.10
C 2.100981 -0.611808 0.125464 3.2 -1.1 0.0 -0.61
C 0.703733 -0.344436 0.067328 -3.3 1.9 -0.3 0.56
C -1.616457 1.130096 -0.035930 -1.6 0.8 1.4 -0.76
N -0.959420 -2.254810 -0.117926 -2.3 -2.7 -0.2 -0.42
S 0.105444 1.341947 -0.007919 2.3 -1.8 -0.4 0.03
Cl 3.402541 0.520514 -0.018846 -1.1 -0.5 0.0 -0.15
H 2.320160 -1.648230 -0.150560 0.5 0.6 0.1 0.37
H -2.181736 1.416231 -0.946260 0.7 -0.2 0.5 0.29
H -1.898094 1.794068 0.832411 -0.4 -0.6 -1.0 0.27
H -1.817359 0.112228 0.280040 -0.4 -0.1 -0.2 0.32
```
Forces are in eV/Å.



A cluster of 2 separate species, C8H15ClNO4PS in total at a distorted geometry. Source: the Open Molecules 2025 dataset; level of theory: ωB97M-V/def2-TZVPD.

Properties
spin multiplicity: 1
M: 287.7 g/mol
gap between HOMO and LUMO: 9.80 eV
SMILES: O=C1CC[C@H](P(O)Cl)N1.O=S1(=O)CCCC1
HOMO energy: -9.28 eV

The geometry in XYZ format:
```
31
Properties=species:S:1:pos:R:3:forces:R:3:mulliken_charge:R:1
O 4.670134 -2.545235 2.161031 3.2 -3.0 0.6 -0.48
C 3.867826 -1.721253 2.097121 -3.1 3.3 -0.6 0.37
C 4.002800 -0.216828 2.312562 -0.3 -0.4 -1.5 -0.51
C 2.826056 0.350071 1.543089 -0.8 0.8 0.4 -0.63
C 1.748327 -0.744536 1.525262 0.1 0.0 1.0 0.18
P 0.548573 -0.743121 2.987709 0.2 -0.5 0.5 0.20
O 0.817717 0.648608 3.796397 -0.4 0.2 -0.7 -0.46
Cl -1.318494 -0.546312 2.071360 0.3 0.4 0.0 -0.25
N 2.500010 -1.992154 1.759863 -0.3 0.0 0.6 -0.49
H 3.880112 0.005100 3.359851 0.4 0.1 0.4 0.26
H 4.898899 0.144902 1.833718 0.7 0.1 0.6 0.33
H 3.070740 0.713077 0.558073 0.2 -0.3 -0.5 0.38
H 2.491556 1.249055 2.046382 -0.3 0.2 0.1 0.25
H 1.146327 -0.791302 0.634928 0.0 0.0 -0.6 0.18
H 0.702967 1.434652 3.236614 0.1 0.0 0.2 0.33
H 2.135093 -2.402271 2.625591 -0.1 -0.9 -0.6 0.31
O -0.335031 1.033853 -1.346234 0.2 -0.1 0.1 -0.65
S -1.258407 -0.007245 -1.726005 -0.3 -0.1 0.0 1.31
O -0.933302 -1.397649 -1.543359 0.2 0.1 0.1 -0.67
C -2.849215 0.339009 -0.982965 -0.3 0.2 0.0 -0.62
C -3.560627 1.217705 -2.007215 0.1 0.0 -0.1 -0.70
C -3.271587 0.585547 -3.374855 0.0 0.0 0.1 -0.61
C -1.771008 0.271722 -3.426161 -0.2 0.1 -0.3 -0.76
H -2.701930 0.822634 -0.021406 0.1 -0.1 0.0 0.36
H -3.363999 -0.612303 -0.850780 0.1 0.0 0.0 0.36
H -4.629218 1.277420 -1.806410 0.0 0.0 0.0 0.37
H -3.154230 2.231009 -1.974593 0.0 0.0 0.0 0.31
H -3.844881 -0.337875 -3.477416 0.0 0.0 0.0 0.29
H -3.561764 1.242810 -4.193221 0.0 0.0 0.0 0.32
H -1.557177 -0.621007 -4.007950 0.1 0.0 0.1 0.35
H -1.196269 1.111917 -3.810982 0.1 0.0 0.1 0.36
```
Forces are in eV/Å.